[1]
Formula: C33H36F6N3O4PS2SbTc
Source: the Open Molecules 2025 dataset
Level of theory: ωB97M-V with the def2-TZVPD basis set

Geometry as XYZ:
```
87
C33H36F6N3O4PS2SbTc | the Open Molecules 2025 dataset | ωB97M-V with the def2-TZVPD basis set
Tc -0.245 1.196 -0.253
C -0.242 -0.599 3.695
C 0.304 -0.111 2.390
N -0.453 0.738 1.674
N -1.478 1.302 2.400
C -2.375 2.026 1.822
S -2.517 2.131 0.023
S -3.564 2.875 2.704
C -2.945 2.820 4.432
C -1.990 3.941 4.753
C -2.429 4.979 5.565
C -1.561 5.994 5.946
C -0.256 5.999 5.486
C 0.187 4.973 4.662
C -0.676 3.952 4.296
C 1.626 -0.482 1.987
C 2.442 -1.193 2.910
C 3.769 -1.415 2.681
C 4.364 -0.930 1.502
C 3.610 -0.267 0.571
C 2.237 -0.051 0.775
O 1.591 0.531 -0.211
H -1.321 -0.516 3.713
H 0.153 0.006 4.516
H 0.042 -1.635 3.863
H -2.517 1.834 4.587
H -3.854 2.921 5.021
H -3.454 4.988 5.920
H -1.908 6.783 6.601
H 0.410 6.811 5.748
H 1.203 4.977 4.285
H -0.318 3.165 3.642
H 2.017 -1.536 3.841
H 4.365 -1.937 3.417
H 5.424 -1.076 1.334
H 4.040 0.117 -0.345
F 0.332 2.847 0.202
Sb -2.410 4.645 -0.457
F -2.936 6.154 -1.405
F -2.262 3.732 -2.136
F -0.616 5.162 -0.702
F -4.196 4.476 0.098
F -2.049 5.114 1.317
C 1.688 1.686 -4.345
P 0.329 2.491 -3.488
C 0.899 4.124 -3.056
C -0.986 2.572 -4.693
O -0.059 1.625 -2.279
H 1.862 2.194 -5.295
H 1.438 0.641 -4.533
H 2.596 1.743 -3.742
H 1.592 4.478 -3.822
H 1.406 4.074 -2.092
H 0.061 4.812 -2.969
H -0.623 3.142 -5.552
H -1.865 3.064 -4.280
H -1.238 1.560 -5.013
C 3.927 -6.566 -0.939
O 2.822 -5.651 -1.006
C 1.591 -6.160 -1.213
C 1.288 -7.505 -1.350
C -0.028 -7.890 -1.556
C -1.055 -6.953 -1.591
C -0.762 -5.613 -1.436
C 0.561 -5.215 -1.283
N 0.970 -3.870 -1.046
C 0.427 -2.725 -1.292
C -0.674 -2.385 -2.156
C -1.057 -3.142 -3.274
C -2.026 -2.688 -4.139
C -2.660 -1.470 -3.892
C -2.295 -0.697 -2.808
C -1.292 -1.138 -1.954
O -0.929 -0.357 -0.912
H 3.824 -7.235 -0.085
H 4.813 -5.954 -0.820
H 4.002 -7.143 -1.860
H 2.065 -8.255 -1.291
H -0.255 -8.942 -1.679
H -2.081 -7.270 -1.718
H -1.556 -4.880 -1.398
H 1.871 -3.839 -0.574
H 0.913 -1.894 -0.793
H -0.551 -4.076 -3.479
H -2.297 -3.272 -5.007
H -3.440 -1.126 -4.561
H -2.757 0.260 -2.598
```

Energy relative to the best compared isomer or geometry (same formula, charge and spin)   23.31 kcal/mol
Charge   +2
E_HOMO (alpha / beta)   -12.710 / -12.714 eV

[2]
Formula: C3H7Br2P
Source: the Open Molecules 2025 dataset
Level of theory: ωB97M-V with the def2-TZVPD basis set

Geometry as XYZ:
```
13
C3H7Br2P | the Open Molecules 2025 dataset | ωB97M-V with the def2-TZVPD basis set
C 1.586 0.418 -0.163
C 0.378 -0.203 0.546
Br 0.991 -1.600 1.754
C -0.722 -0.617 -0.459
P -2.158 0.567 -0.580
Br -1.531 -2.369 -0.251
H 1.975 1.260 0.407
H 1.312 0.787 -1.153
H 2.388 -0.308 -0.288
H -0.049 0.523 1.231
H -0.279 -0.666 -1.451
H -1.385 1.739 -0.379
H -2.506 0.467 0.786
```

Energy relative to the best compared isomer or geometry (same formula, charge and spin)   20.52 kcal/mol
Charge   0
E_HOMO   -9.760 eV

[3]
Formula: C14H20N2O5RuS2
Source: the Open Molecules 2025 dataset
Level of theory: ωB97M-V with the def2-TZVPD basis set

Geometry as XYZ:
```
44
C14H20N2O5RuS2 | the Open Molecules 2025 dataset | ωB97M-V with the def2-TZVPD basis set
Ru 0.594 0.240 0.032
C -1.767 1.167 2.224
C -1.118 -0.147 2.604
O -1.108 -0.945 1.425
C -0.645 -2.281 1.597
C -0.564 -2.896 0.220
O 0.403 -2.172 -0.536
C 0.375 -2.443 -1.931
C 1.362 -1.498 -2.587
O 1.080 -0.126 -2.308
C 0.183 0.576 -3.161
C -1.291 0.363 -2.815
O -1.449 0.279 -1.401
C -2.471 1.065 -0.784
C -1.874 2.201 0.032
O -1.065 1.733 1.112
H -1.714 1.860 3.064
H -2.812 0.993 1.963
H -1.695 -0.629 3.398
H -0.092 0.014 2.958
H -1.345 -2.848 2.216
H 0.340 -2.288 2.073
H -1.541 -2.833 -0.271
H -0.268 -3.945 0.302
H -0.640 -2.303 -2.316
H 0.686 -3.474 -2.124
H 1.392 -1.672 -3.664
H 2.350 -1.677 -2.163
H 0.355 0.297 -4.203
H 0.442 1.626 -3.025
H -1.675 -0.558 -3.259
H -1.857 1.201 -3.225
H -3.036 0.390 -0.140
H -3.148 1.482 -1.531
H -2.672 2.846 0.408
H -1.200 2.795 -0.587
S 1.961 2.432 0.105
C 2.974 2.129 1.428
C 3.671 3.258 1.955
N 4.203 4.178 2.393
C 3.206 0.869 1.999
S 2.498 -0.585 1.482
C 4.127 0.738 3.081
N 4.850 0.591 3.963
```

Energy relative to the best compared isomer or geometry (same formula, charge and spin)   1.76 kcal/mol
Charge   +1
Multiplicity   6
⟨S²⟩   8.773
E_HOMO (alpha / beta)   -11.262 / -12.285 eV

[4]
Formula: C4H10S2
Source: the Open Molecules 2025 dataset
Level of theory: ωB97M-V with the def2-TZVPD basis set

Geometry as XYZ:
```
16
C4H10S2 | the Open Molecules 2025 dataset | ωB97M-V with the def2-TZVPD basis set
C 2.763 -1.290 0.591
C 1.326 -0.831 0.328
S 0.668 -0.057 1.843
S -1.075 0.933 1.291
C -1.393 0.595 -0.443
C -2.621 1.386 -0.827
H 3.210 -1.595 -0.352
H 3.306 -0.458 1.044
H 2.776 -2.128 1.289
H 1.291 -0.067 -0.439
H 0.701 -1.672 0.027
H -1.544 -0.474 -0.626
H -0.534 0.834 -1.067
H -3.444 1.136 -0.166
H -2.480 2.447 -0.655
H -2.950 1.242 -1.839
```

Energy relative to the best compared isomer or geometry (same formula, charge and spin)   14.15 kcal/mol
Charge   0
E_HOMO   -7.647 eV

[5]
Formula: C4H21N2O5S
Source: the Open Molecules 2025 dataset
Level of theory: ωB97M-V with the def2-TZVPD basis set

Geometry as XYZ:
```
33
C4H21N2O5S | the Open Molecules 2025 dataset | ωB97M-V with the def2-TZVPD basis set
C -0.286 0.497 1.103
N -0.328 1.938 0.865
C 0.730 2.387 0.004
N 0.588 2.148 -1.437
C -1.536 0.024 1.845
C -2.061 -1.282 1.258
S -2.668 -1.042 -0.495
H -0.183 -0.081 0.180
H 0.642 0.341 1.676
H -1.234 2.174 0.456
H 1.666 1.925 0.304
H 0.947 3.454 0.072
H -0.181 2.684 -1.803
H 0.503 1.157 -1.648
H -2.347 0.759 1.771
H -1.299 -0.062 2.905
H -1.302 -2.078 1.233
H -2.946 -1.673 1.752
H 0.241 -1.971 3.483
H 1.102 -0.677 3.593
O 0.612 -1.346 4.112
H 0.778 -0.866 -3.335
H 0.884 -1.113 -1.868
O 1.348 -0.667 -2.585
H 2.121 0.758 -1.677
H 2.651 2.204 -1.696
O 2.827 1.325 -1.323
H -1.516 -1.033 -2.834
H -1.373 -2.467 -2.332
O -1.168 -1.897 -3.088
H 2.181 -0.634 1.088
H 3.434 0.209 0.690
O 3.108 -0.676 0.857
```

Energy relative to the best compared isomer or geometry (same formula, charge and spin)   8.06 kcal/mol
Charge   -1
E_HOMO   -3.475 eV

[6]
Formula: C9H9Cl27CsF
Source: the Open Molecules 2025 dataset
Level of theory: ωB97M-V with the def2-TZVPD basis set

Geometry as XYZ:
```
47
C9H9Cl27CsF | the Open Molecules 2025 dataset | ωB97M-V with the def2-TZVPD basis set
Cs -0.515 31.535 14.824
F 1.248 30.774 17.316
C -3.936 27.414 12.162
Cl -3.773 25.767 12.914
Cl -3.057 27.420 10.620
Cl -3.194 28.660 13.229
H -5.005 27.590 12.049
C 4.390 31.959 14.277
Cl 4.226 30.533 15.359
Cl 2.847 32.735 13.969
Cl 5.228 31.434 12.835
H 5.083 32.690 14.694
C -4.492 33.438 11.017
Cl -5.971 34.052 11.721
Cl -4.509 31.688 10.962
Cl -3.100 33.949 11.949
H -4.366 33.819 10.004
C 1.810 28.744 10.980
Cl 2.784 30.190 11.062
Cl 1.046 28.618 9.332
Cl 0.582 28.697 12.263
H 2.405 27.830 10.993
C 1.290 33.676 10.022
Cl 0.301 32.989 11.287
Cl 1.586 32.440 8.738
Cl 2.805 34.306 10.662
H 0.731 34.483 9.548
C -1.593 29.316 18.633
Cl -2.629 29.295 20.144
Cl -2.409 30.274 17.410
Cl -1.167 27.681 18.147
H -0.667 29.797 18.951
C -5.783 31.475 15.078
Cl -5.971 31.194 16.835
Cl -5.997 30.040 14.142
Cl -4.047 32.086 14.750
H -6.404 32.271 14.668
C 2.122 35.655 17.227
Cl 1.311 37.084 16.514
Cl 1.413 34.155 16.637
Cl 1.946 35.707 19.045
H 3.166 35.689 16.914
C -2.678 34.478 18.600
Cl -1.450 35.555 19.292
Cl -2.824 33.059 19.652
Cl -2.216 33.945 16.963
H -3.674 34.921 18.592
```

Charge   0
E_HOMO   -7.886 eV

DFT total energy (computed, Ha): -3801.91714, -5607.85918, -1922.06958, -954.76102, -1048.92306, -12893.45295